(1)
Below is a cluster of 2 separate species, C10H13O2 in total at a distorted geometry, with properties calculated with ωB97M-V with the def2-TZVPD basis set.

```
25
C10H13O2, DFT ωB97M-V with the def2-TZVPD basis set
C -2.52 0.22 -1.29
C -3.97 0.37 -0.90
C -2.31 -0.39 -2.70
O -2.69 -1.58 -2.76
O -1.97 0.34 -3.67
H -2.06 1.18 -0.99
H -2.05 -0.37 -0.48
H -4.48 -0.59 -1.05
H -4.62 0.99 -1.54
H -4.10 0.63 0.17
C 2.55 -0.20 3.20
C 1.73 0.08 -1.06
C 1.58 -1.11 -0.32
C 1.98 1.24 -0.33
C 1.87 -1.20 1.01
C 2.31 1.16 1.03
C 2.22 -0.04 1.73
H 1.38 0.17 -2.08
H 1.16 -1.88 -0.96
H 1.76 2.15 -0.92
H 1.76 -2.10 1.59
H 2.70 2.01 1.60
H 3.44 0.34 3.51
H 2.72 -1.27 3.50
H 1.58 -0.16 3.71
```

The HOMO-LUMO gap comes out at 6.7 eV. For the relative energy (zero: lowest compared OMol25 entry of this formula, charge and spin), the calculation gives 1.272 eV. The total energy comes out at -14676.3343 eV. The charge is -1. As for the highest occupied orbital energy: -3.9 eV.

=====

(2)
Below is a structure of composition C27H29BrN2O3PSTi at a distorted geometry, with properties calculated with ωB97M-V with the def2-TZVPD basis set.

```
65
C27H29BrN2O3PSTi, DFT ωB97M-V with the def2-TZVPD basis set
Ti -0.11 0.42 0.00
C -2.82 -4.39 -0.39
N -2.57 -3.41 -1.43
C -3.06 -3.47 -2.73
C -2.59 -2.38 -3.38
N -1.83 -1.67 -2.48
C -1.83 -2.30 -1.29
S -1.02 -1.89 0.17
H -3.50 -5.14 -0.78
H -3.27 -3.90 0.47
H -1.89 -4.86 -0.09
H -3.68 -4.27 -3.06
H -2.74 -2.06 -4.40
H -1.31 -0.82 -2.67
Br 2.88 5.33 -6.07
C 2.05 4.28 -4.76
C 1.57 3.01 -5.09
C 0.95 2.24 -4.13
C 0.82 2.73 -2.82
C 1.30 4.01 -2.50
C 1.91 4.78 -3.47
C 0.20 1.94 -1.78
O 0.16 2.33 -0.58
O -0.29 0.75 -1.98
H 1.68 2.64 -6.10
H 0.58 1.26 -4.37
H 1.18 4.38 -1.49
H 2.28 5.77 -3.23
C 3.53 1.10 -0.14
P 2.33 -0.27 -0.11
C 2.71 -1.26 -1.58
C 2.72 -1.28 1.34
C 3.21 -0.68 2.51
C 3.46 -1.46 3.63
C 3.23 -2.82 3.59
C 2.75 -3.42 2.44
C 2.49 -2.65 1.32
H 3.30 1.83 0.64
H 3.46 1.61 -1.11
H 4.55 0.73 -0.01
H 3.69 -1.72 -1.50
H 2.69 -0.61 -2.46
H 1.96 -2.04 -1.72
H 3.41 0.38 2.54
H 3.86 -0.99 4.52
H 3.45 -3.43 4.47
H 2.58 -4.49 2.41
H 2.11 -3.13 0.42
C -0.46 0.61 4.25
C -1.03 0.75 2.89
O -0.24 0.57 1.91
C -2.41 1.07 2.66
C -3.32 1.13 3.73
C -4.65 1.42 3.51
C -5.10 1.65 2.22
C -4.21 1.61 1.14
C -2.88 1.32 1.36
H 0.61 0.42 4.19
H -0.95 -0.22 4.77
H -0.65 1.51 4.84
H -2.98 0.95 4.74
H -5.34 1.46 4.34
H -6.14 1.88 2.04
H -4.56 1.82 0.14
H -2.21 1.34 0.49
```

The HOMO-LUMO gap (spin up / spin down) comes out at 6.8 / 7.0 eV. For the relative energy (zero: lowest compared OMol25 entry of this formula, charge and spin), the calculation gives 0.000 eV. The total energy comes out at -150864.9622 eV. The charge is +2. Its multiplicity is 2. As for the highest occupied orbital energy (spin up / spin down): -13.6 / -13.8 eV.

=====

(3)
Below is a structure of composition C52H43BaClN3O4PSi at a distorted geometry, with properties calculated with ωB97M-V with the def2-TZVPD basis set.

```
106
C52H43BaClN3O4PSi, DFT ωB97M-V with the def2-TZVPD basis set
Ba -0.67 0.19 -0.03
O -1.21 2.10 -1.49
C -2.02 3.08 -1.63
C -1.75 4.11 -2.58
C -2.58 5.19 -2.74
C -3.74 5.33 -1.98
C -4.05 4.34 -1.07
C -3.23 3.21 -0.88
C -3.75 2.21 0.04
N -3.25 1.07 0.32
C -3.98 0.18 1.20
C -3.09 -0.64 2.13
N -2.33 -1.68 1.42
C -1.33 -2.22 1.98
C -0.68 -1.86 3.26
C -0.61 -2.80 4.29
C -0.06 -2.48 5.51
C 0.45 -1.20 5.71
C 0.43 -0.26 4.69
C -0.09 -0.57 3.41
O -0.06 0.30 2.44
H -0.84 4.01 -3.16
H -2.32 5.95 -3.47
H -4.39 6.18 -2.11
H -4.96 4.42 -0.48
H -4.70 2.49 0.50
H -4.57 -0.51 0.59
H -4.69 0.73 1.84
H -3.76 -1.17 2.81
H -2.45 0.01 2.73
H -0.89 -3.06 1.42
H -1.02 -3.79 4.12
H -0.03 -3.22 6.31
H 0.87 -0.93 6.67
H 0.83 0.73 4.84
Cl 1.64 -2.70 -0.69
C 1.76 -3.21 -2.35
C 2.96 -3.75 -2.77
C 3.09 -4.16 -4.09
C 2.02 -4.02 -4.97
C 0.83 -3.48 -4.53
C 0.67 -3.06 -3.21
P -0.86 -2.29 -2.56
C -1.73 -3.72 -1.83
C -3.00 -3.48 -1.29
C -3.70 -4.50 -0.66
C -3.13 -5.76 -0.55
C -1.87 -6.00 -1.07
C -1.17 -4.98 -1.71
C -1.85 -1.93 -4.05
C -1.93 -0.60 -4.45
C -2.68 -0.25 -5.57
C -3.36 -1.22 -6.28
C -3.30 -2.55 -5.88
C -2.55 -2.90 -4.77
H 3.78 -3.85 -2.07
H 4.02 -4.59 -4.43
H 2.12 -4.33 -6.00
H 0.00 -3.36 -5.22
H -3.43 -2.49 -1.35
H -4.68 -4.30 -0.25
H -3.68 -6.56 -0.05
H -1.43 -6.99 -0.99
H -0.19 -5.19 -2.12
H -1.42 0.17 -3.87
H -2.74 0.79 -5.86
H -3.95 -0.95 -7.14
H -3.84 -3.31 -6.43
H -2.51 -3.94 -4.44
O 2.30 0.44 -0.06
N 2.77 1.47 0.28
O 1.77 2.37 0.47
Si 2.19 3.82 1.31
C 2.59 3.37 3.07
C 3.03 2.10 3.45
C 3.39 1.84 4.77
C 3.30 2.85 5.72
C 2.85 4.11 5.36
C 2.50 4.37 4.05
C 3.63 4.58 0.40
C 4.64 5.23 1.10
C 5.69 5.85 0.43
C 5.73 5.82 -0.96
C 4.73 5.17 -1.67
C 3.69 4.55 -0.99
C 0.66 4.84 1.21
C -0.48 4.45 1.92
C -1.65 5.18 1.85
C -1.70 6.33 1.07
C -0.58 6.74 0.36
C 0.59 6.00 0.43
H 3.09 1.30 2.73
H 3.72 0.85 5.05
H 3.57 2.64 6.75
H 2.76 4.89 6.11
H 2.13 5.35 3.78
H 4.63 5.25 2.19
H 6.47 6.35 0.99
H 6.55 6.30 -1.48
H 4.77 5.14 -2.75
H 2.92 4.05 -1.56
H -0.45 3.55 2.54
H -2.54 4.85 2.38
H -2.62 6.90 1.01
H -0.62 7.63 -0.24
H 1.46 6.32 -0.13
```

The HOMO-LUMO gap comes out at 7.1 eV. For the relative energy (zero: lowest compared OMol25 entry of this formula, charge and spin), the calculation gives 0.229 eV. The total energy comes out at -97667.3904 eV. The charge is 0. As for the highest occupied orbital energy: -7.1 eV.

=====

(4)
Below is a structure of composition C43H47IN8OSTeW at a distorted geometry, with properties calculated with ωB97M-V with the def2-TZVPD basis set.

```
103
C43H47IN8OSTeW, DFT ωB97M-V with the def2-TZVPD basis set
W -0.96 -1.37 0.22
C -2.02 -5.09 2.42
C -1.93 -3.94 1.49
N -1.34 -2.84 1.79
N -0.85 -2.70 3.06
C 0.17 -1.89 3.11
N 0.72 -1.61 4.30
S 0.94 -1.18 1.70
C -2.55 -3.96 0.16
C -3.20 -5.07 -0.36
C -3.77 -4.99 -1.62
C -3.68 -3.80 -2.33
C -3.00 -2.74 -1.76
N -2.44 -2.82 -0.55
H -1.16 -5.08 3.09
H -2.05 -6.04 1.89
H -2.92 -5.01 3.04
H 0.40 -2.12 5.11
H 1.56 -1.07 4.36
H -3.27 -5.98 0.21
H -4.29 -5.84 -2.04
H -4.13 -3.69 -3.31
H -2.90 -1.80 -2.29
C 3.86 7.61 -2.43
C 3.31 6.23 -2.21
C 1.95 6.02 -1.98
C 1.44 4.75 -1.76
C -0.04 4.60 -1.52
C 2.30 3.64 -1.77
Te 1.52 1.69 -1.39
N 0.32 -1.15 -1.24
C 0.89 -2.35 -1.15
O 0.24 -3.16 -0.38
C 2.12 -2.75 -1.83
C 2.81 -3.88 -1.40
C 4.00 -4.22 -2.02
C 4.49 -3.45 -3.07
C 3.78 -2.34 -3.51
C 2.60 -1.98 -2.89
C 2.85 1.22 0.19
C 3.66 0.10 0.07
C 4.49 -0.31 1.10
C 4.52 0.44 2.27
C 3.73 1.57 2.39
C 2.89 1.99 1.37
C 2.05 3.22 1.55
C 3.67 3.83 -2.03
C 4.66 2.69 -2.09
C 4.14 5.12 -2.24
H 3.06 8.35 -2.46
H 4.41 7.67 -3.36
H 4.54 7.89 -1.62
H 1.28 6.87 -1.97
H -0.53 5.57 -1.52
H -0.24 4.10 -0.57
H -0.51 3.99 -2.30
H 2.43 -4.46 -0.57
H 4.56 -5.09 -1.68
H 5.42 -3.72 -3.55
H 4.16 -1.74 -4.33
H 2.04 -1.11 -3.20
H 3.64 -0.48 -0.85
H 5.10 -1.19 0.99
H 5.18 0.15 3.08
H 3.78 2.16 3.30
H 2.17 3.63 2.55
H 0.99 3.01 1.37
H 2.33 4.00 0.83
H 4.19 1.76 -2.41
H 5.11 2.51 -1.12
H 5.46 2.93 -2.79
H 5.20 5.26 -2.44
I -2.14 2.22 -4.90
C -2.21 1.48 -2.98
C -2.80 2.06 -1.87
N -2.56 1.26 -0.83
N -1.84 0.19 -1.18
C -1.62 0.32 -2.50
H -3.35 2.99 -1.76
H -2.80 1.38 0.15
H -1.00 -0.40 -3.01
C -4.41 -2.24 3.27
N -4.29 -2.25 1.81
C -5.37 -3.03 1.22
C -4.31 -0.91 1.24
C -3.33 0.07 1.86
C -3.88 1.06 2.68
C -3.10 2.06 3.24
C -1.74 2.08 2.96
C -1.19 1.10 2.16
C -1.94 0.06 1.59
H -4.46 -3.26 3.63
H -5.31 -1.71 3.61
H -3.54 -1.76 3.71
H -5.33 -4.06 1.60
H -5.25 -3.06 0.14
H -6.36 -2.62 1.45
H -5.32 -0.47 1.33
H -4.11 -1.01 0.17
H -4.95 1.04 2.88
H -3.55 2.81 3.87
H -1.12 2.87 3.37
H -0.13 1.16 1.95
```

The HOMO-LUMO gap (spin up / spin down) comes out at 5.6 / 5.7 eV. For the relative energy (zero: lowest compared OMol25 entry of this formula, charge and spin), the calculation gives 0.000 eV. The total energy comes out at -87372.0836 eV. The charge is +1. Its multiplicity is 2. As for the highest occupied orbital energy (spin up / spin down): -9.4 / -9.4 eV.

=====

(5)
Below is the molecule C7H9NS at a distorted geometry, with properties calculated with ωB97M-V with the def2-TZVPD basis set.

```
18
C7H9NS, DFT ωB97M-V with the def2-TZVPD basis set
C -2.85 2.04 0.24
C -1.47 0.17 0.15
C -0.64 1.96 -1.63
C 0.29 1.31 -0.57
C -0.06 -0.09 -0.13
C 0.68 -0.58 1.15
C 0.12 -1.06 -1.28
N -2.24 0.97 0.56
S -2.07 2.70 -1.33
H -3.66 2.38 0.82
H 1.15 1.08 -1.13
H 0.14 2.09 0.17
H 0.85 0.15 2.08
H 1.66 -0.92 0.94
H 0.14 -1.28 1.84
H 0.06 -0.52 -2.18
H -0.63 -1.80 -1.26
H 1.02 -1.61 -1.23
```

The HOMO-LUMO gap (spin up / spin down) comes out at 5.8 / 6.4 eV. For the relative energy (zero: lowest compared OMol25 entry of this formula, charge and spin), the calculation gives 1.957 eV. The total energy comes out at -19721.6767 eV. The charge is 0. Its multiplicity is 3. As for the highest occupied orbital energy (spin up / spin down): -5.6 / -7.9 eV.

=====

(6)
Below is a cluster of 4 separate species, C16H24O12 in total at a distorted geometry, with properties calculated with ωB97M-V with the def2-TZVPD basis set.

```
52
C16H24O12, DFT ωB97M-V with the def2-TZVPD basis set
C -2.07 10.77 -0.37
C -1.69 9.83 0.74
C -0.70 8.66 0.57
O 0.22 8.86 1.56
C -0.05 9.87 2.41
O 0.55 10.31 3.38
O -1.10 10.57 1.79
H -2.84 10.46 -1.07
H -1.12 10.95 -0.87
H -2.40 11.77 -0.08
H -2.52 9.32 1.23
H -0.34 8.77 -0.45
H -1.13 7.69 0.81
C 3.94 -2.35 -12.28
C 2.56 -2.04 -11.79
C 2.34 -0.61 -11.29
O 1.41 -0.07 -12.26
C 0.74 -1.04 -12.80
O -0.36 -0.92 -13.29
O 1.41 -2.13 -12.67
H 4.47 -2.53 -11.35
H 4.32 -1.47 -12.79
H 3.97 -3.35 -12.72
H 2.29 -2.79 -11.05
H 3.19 0.06 -11.15
H 1.86 -0.58 -10.31
C -3.73 -10.00 10.10
C -3.63 -8.50 10.26
C -2.36 -8.02 11.09
O -1.61 -7.21 10.28
C -2.18 -7.00 9.15
O -1.97 -6.12 8.30
O -3.31 -7.74 9.11
H -3.65 -10.62 11.00
H -2.96 -10.50 9.51
H -4.72 -10.02 9.63
H -4.33 -7.87 10.81
H -1.76 -8.83 11.52
H -2.73 -7.55 12.01
C 2.86 0.13 2.19
C 1.69 -0.35 1.31
C 0.53 0.59 1.07
O 0.73 1.07 -0.22
C 1.49 0.21 -0.88
O 1.65 0.11 -2.07
O 2.03 -0.63 -0.05
H 2.81 -0.56 3.03
H 2.85 1.18 2.50
H 3.75 -0.19 1.65
H 1.24 -1.21 1.82
H 0.68 1.56 1.54
H -0.33 0.05 1.45
```

The HOMO-LUMO gap comes out at 11.0 eV. For the relative energy (zero: lowest compared OMol25 entry of this formula, charge and spin), the calculation gives 4.270 eV. The total energy comes out at -41548.0969 eV. The charge is 0. As for the highest occupied orbital energy: -10.5 eV. Its SMILES is C[C@H]1COC(=O)O1.C[C@H]1COC(=O)O1.C[C@H]1COC(=O)O1.C[C@H]1COC(=O)O1.

=====

(7)
Below is a structure of composition C22H41AlF2N5O3 at a distorted geometry, with properties calculated with ωB97M-V with the def2-TZVPD basis set.

```
74
C22H41AlF2N5O3, DFT ωB97M-V with the def2-TZVPD basis set
C -1.96 -3.48 0.98
C -1.81 -2.17 0.00
O -1.82 -0.95 0.62
N -1.60 -2.17 -1.49
C -0.26 -1.61 -1.91
Al -2.01 -3.85 -2.33
C -4.05 -4.24 -2.42
C -4.82 -4.81 -3.78
C -6.43 -5.11 -3.64
N -7.30 -4.90 -2.44
C -6.58 -4.39 -1.22
C -5.00 -4.01 -1.07
N -1.19 -5.39 -1.53
C 0.30 -5.47 -1.77
O 0.78 -6.13 -2.84
F 1.20 -4.84 -0.76
C -1.90 -6.65 -2.07
O -2.30 -6.79 -3.35
F -2.12 -7.81 -1.14
H -0.90 -3.92 1.25
H -2.46 -3.15 1.99
H -2.58 -4.36 0.52
H 0.29 -1.10 -0.99
H 0.42 -2.39 -2.47
H -0.46 -0.74 -2.70
H -1.44 -3.76 -3.83
H -4.20 -5.01 -4.76
H -6.96 -5.54 -4.61
H -7.24 -4.25 -0.23
H -4.57 -3.63 -0.05
C -0.70 6.34 -0.43
C -1.31 4.99 -0.78
N -0.53 3.84 -0.31
C -0.97 2.57 -0.88
C -2.37 2.08 -0.53
C -0.23 3.81 1.12
C -1.40 3.82 2.09
H 0.32 6.42 -0.80
H -1.29 7.14 -0.89
H -0.70 6.52 0.65
H -1.37 4.94 -1.87
H -2.34 4.95 -0.41
H -0.24 1.78 -0.62
H -0.90 2.65 -1.98
H -2.41 1.68 0.48
H -2.65 1.25 -1.20
H -3.12 2.86 -0.64
H 0.42 4.66 1.36
H 0.40 2.93 1.35
H -2.17 4.54 1.82
H -1.05 4.08 3.10
H -1.87 2.83 2.18
C 6.96 0.56 2.76
C 5.58 0.49 2.11
N 4.57 1.32 2.76
C 3.20 1.03 2.31
C 2.86 1.33 0.85
C 4.89 2.74 2.91
C 5.19 3.53 1.65
H 6.91 0.30 3.82
H 7.63 -0.15 2.27
H 7.41 1.55 2.66
H 5.26 -0.56 2.16
H 5.67 0.73 1.04
H 2.49 1.56 2.96
H 3.00 -0.03 2.49
H 2.74 2.40 0.68
H 1.91 0.86 0.59
H 3.61 0.94 0.16
H 5.75 2.83 3.58
H 4.08 3.24 3.46
H 5.84 2.99 0.96
H 5.69 4.47 1.91
H 4.27 3.80 1.12
```

The HOMO-LUMO gap comes out at 8.3 eV. For the relative energy (zero: lowest compared OMol25 entry of this formula, charge and spin), the calculation gives 10.755 eV. The total energy comes out at -49096.1989 eV. The charge is -1. As for the highest occupied orbital energy: -6.0 eV.

=====

(8)
Below is the molecule C9H7N3O at a distorted geometry, with properties calculated with ωB97M-V with the def2-TZVPD basis set.

```
20
C9H7N3O, DFT ωB97M-V with the def2-TZVPD basis set
C -0.72 -1.47 0.87
C 0.43 -1.03 1.69
C 1.23 -0.08 1.16
C 0.74 0.70 -0.02
C 1.52 1.65 -0.66
C 0.96 2.49 -1.60
C -0.38 2.30 -1.96
C -1.10 1.18 -1.53
C -0.52 0.32 -0.58
H -2.37 -2.89 0.54
H 0.84 -1.38 2.64
H 2.19 0.23 1.60
H 2.52 1.73 -0.41
H 1.45 3.22 -2.29
H -0.80 3.08 -2.65
H -2.16 1.25 -1.50
N -1.16 -3.85 1.73
N -1.46 -2.70 1.01
N -1.23 -0.76 -0.13
O 0.01 -3.98 2.10
```

The HOMO-LUMO gap comes out at 8.3 eV. For the relative energy (zero: lowest compared OMol25 entry of this formula, charge and spin), the calculation gives 1.851 eV. The total energy comes out at -15961.1187 eV. The charge is 0. As for the highest occupied orbital energy: -8.7 eV. Its SMILES is O=NNc1ccc2ccccc2n1.